{
  "formula": "C5H6N2",
  "method": "ωB97M-V/def2-TZVPD",
  "e_homo_ev": -8.8,
  "orbital_gap_ev": 9.78,
  "lumo_energy_ha": 0.0365,
  "species": ["C", "C", "C", "N", "C", "C", "N", "H", "H", "H", "H", "H", "H"],
  "coordinates": [[0.63399, 0.64557, -1.07722], [1.47263, -0.56824, -0.58469], [0.45993, -0.55003, 0.53440], [-0.39372, -1.33256, 1.12373], [-1.49949, -0.49976, 1.28312], [-1.30918, 0.72844, 0.71413], [0.00609, 0.72067, 0.27408], [-0.13465, 0.34889, -1.79503], [1.14695, 1.55093, -1.40336], [1.44825, -1.46488, -1.20502], [2.50066, -0.31971, -0.31107], [-2.38889, -0.86187, 1.78131], [-1.94259, 1.60255, 0.66561]],
  "atomic_forces_ev_per_a": [[0.106, 0.190, -0.345], [0.139, -0.102, -0.050], [-0.122, -0.157, 0.029], [0.132, 0.197, -0.061], [-0.201, 0.087, 0.096], [-0.116, -0.044, 0.078], [-0.161, -0.153, 0.090], [0.242, 0.022, -0.078], [-0.033, -0.089, 0.102], [-0.008, 0.170, 0.041], [-0.176, -0.056, 0.004], [0.150, 0.102, 0.069], [0.049, -0.167, 0.027]]
}

=====

{
  "formula": "C33H38AsN3O7Pm",
  "method": "ωB97M-V/def2-TZVPD",
  "e_homo_ev": [-10.3, -10.3],
  "spin_multiplicity": 5,
  "orbital_gap_ev": [6.88, 6.88],
  "lumo_energy_ha": [-0.1255, -0.1256],
  "charge": 1,
  "species": ["Pm", "C", "O", "C", "C", "C", "C", "C", "C", "N", "N", "C", "C", "O", "C", "C", "C", "C", "C", "C", "C", "C", "H", "H", "H", "H", "H", "H", "H", "H", "H", "H", "H", "H", "H", "C", "C", "As", "C", "C", "C", "C", "H", "H", "H", "H", "H", "H", "H", "H", "H", "H", "H", "H", "H", "H", "H", "O", "C", "O", "C", "C", "C", "C", "C", "C", "N", "O", "O", "H", "H", "H", "H", "C", "C", "C", "O", "H", "H", "H", "H", "H", "H"],
  "coordinates": [[11.75714, 14.27036, 8.48227], [8.79505, 16.13388, 7.14231], [9.90694, 16.20126, 7.98766], [10.10307, 17.37899, 8.75546], [9.08481, 18.21118, 9.19420], [9.38962, 19.25002, 10.07545], [10.72355, 19.50204, 10.46803], [11.72547, 18.76820, 9.95583], [11.43699, 17.64711, 9.13596], [12.42233, 16.70841, 8.70130], [13.61657, 17.16063, 8.86150], [14.70662, 16.50776, 8.45010], [14.63247, 15.40066, 7.53973], [13.56793, 14.73260, 7.28670], [15.84087, 14.99246, 6.83541], [17.03046, 15.69010, 7.00493], [17.16493, 16.73672, 7.94105], [18.36964, 17.47840, 8.15430], [18.42552, 18.49473, 9.04127], [17.27427, 18.88421, 9.76364], [16.12587, 18.17446, 9.58628], [16.00723, 17.13714, 8.66192], [8.63018, 17.01353, 6.55388], [7.87215, 16.02634, 7.73011], [8.96661, 15.32443, 6.43228], [8.10799, 18.04766, 8.78721], [8.58326, 19.86060, 10.48648], [10.87017, 20.32390, 11.18179], [12.76701, 18.89271, 10.20944], [15.73522, 14.12110, 6.21335], [17.85219, 15.37278, 6.34878], [19.21757, 17.20435, 7.57381], [19.34835, 19.02631, 9.21745], [17.26360, 19.75750, 10.40024], [15.28427, 18.45767, 10.13422], [7.19809, 11.96995, 9.83765], [7.39626, 12.21565, 8.33534], [9.28293, 12.26668, 7.75884], [8.92575, 12.15978, 5.83890], [10.15068, 11.86928, 4.97686], [9.71150, 10.36449, 8.14293], [10.20482, 10.11485, 9.55196], [6.15174, 11.99115, 10.08389], [7.71643, 12.72702, 10.46460], [7.56097, 10.95825, 10.04432], [6.93644, 13.17036, 8.06148], [6.87560, 11.43515, 7.73119], [8.47713, 13.10262, 5.59374], [8.15533, 11.40278, 5.76354], [11.02646, 12.43663, 5.33123], [9.93031, 12.06634, 3.93722], [10.42004, 10.80356, 5.08069], [10.44149, 9.99456, 7.41080], [8.80739, 9.85263, 7.91349], [11.06937, 10.70829, 9.83794], [10.52539, 9.05616, 9.61872], [9.43353, 10.24100, 10.27475], [13.45356, 12.83999, 9.32472], [13.31844, 11.99570, 8.40242], [12.36855, 12.05586, 7.58728], [14.30047, 10.86513, 8.34331], [15.26188, 10.71313, 9.32581], [16.00454, 9.52498, 9.34586], [15.85488, 8.55655, 8.39741], [14.91744, 8.77972, 7.36442], [14.12674, 9.89572, 7.35186], [14.62905, 7.75170, 6.30495], [13.71158, 8.04057, 5.58692], [15.23558, 6.72267, 6.33211], [15.37432, 11.45727, 10.06832], [16.82633, 9.39673, 10.03329], [16.47885, 7.68067, 8.36936], [13.32084, 9.98945, 6.63714], [13.40907, 15.95006, 11.77684], [11.94290, 15.73958, 11.63142], [10.97611, 16.39351, 12.51175], [11.50705, 14.97741, 10.75476], [13.56778, 17.01870, 11.50977], [13.96436, 15.32669, 11.07576], [13.70942, 15.81320, 12.80628], [11.21085, 17.46420, 12.63284], [10.87132, 15.88893, 13.49966], [9.97270, 16.25105, 12.09396]],
  "atomic_forces_ev_per_a": [[0.369, 0.156, -0.256], [-1.266, -0.217, -0.051], [1.228, 0.758, 0.928], [1.155, -0.341, 0.127], [0.494, 0.089, -0.066], [0.113, -0.107, 0.030], [-2.349, 1.351, 0.606], [1.031, -2.135, -0.863], [-0.487, -0.055, -0.151], [0.519, 0.266, 0.263], [-0.538, 0.254, 0.178], [0.287, -0.795, -1.161], [1.260, -0.543, -0.256], [-0.509, 0.370, 0.094], [0.393, 1.485, 1.092], [-1.111, -1.794, -1.180], [-0.412, 1.324, 0.698], [-1.111, -1.195, -0.461], [-0.107, 1.037, 0.879], [0.574, -0.338, -0.539], [0.485, 0.135, -0.367], [0.215, -0.358, -0.025], [0.382, 0.833, -0.323], [0.166, -0.514, -0.196], [-0.200, -0.169, 0.304], [-0.569, 0.084, 0.250], [0.264, -0.149, -0.252], [0.234, -0.412, -0.419], [0.022, 0.304, 0.041], [0.136, 0.008, -0.341], [-0.055, 0.275, 0.574], [0.668, -0.191, -0.286], [0.112, 0.058, -0.158], [0.233, -0.107, 0.174], [-1.315, 0.391, 0.705], [0.742, -0.080, -0.405], [-0.392, 0.179, -0.100], [-0.202, -0.563, 0.239], [0.428, -0.202, 0.400], [0.164, -0.589, 0.811], [0.979, 0.896, -0.455], [0.607, -1.238, -0.396], [-0.491, 0.060, 0.134], [-0.182, -0.569, -0.350], [-0.047, 0.313, 0.401], [0.084, -0.020, -0.104], [0.443, 0.453, 0.431], [-0.324, 0.566, -0.286], [-0.152, -0.208, -0.303], [-0.255, -0.060, -0.408], [0.157, 0.104, -0.261], [-0.021, 0.429, -0.160], [-0.033, 0.401, 0.144], [-0.896, -0.567, 0.053], [0.059, 0.226, -0.097], [-0.107, 0.461, 0.081], [-0.493, 0.226, 0.646], [-0.275, 0.872, 0.768], [0.856, -0.947, 0.124], [-0.516, 0.422, -0.371], [-0.503, -0.040, -0.232], [-0.155, -1.257, -0.666], [0.701, 0.913, 0.335], [-0.752, -0.181, -1.824], [0.456, -0.446, 0.583], [-0.271, 0.305, 0.278], [-0.192, 1.200, 1.753], [-0.553, -0.289, -1.229], [0.709, -0.814, -0.209], [0.179, 0.612, 0.619], [-0.159, 0.056, 0.412], [0.011, -0.217, 0.077], [0.196, 0.115, -0.047], [-0.358, 0.820, -0.601], [0.177, -1.319, -0.603], [-1.241, 0.372, 0.900], [0.192, 0.133, 0.071], [0.140, -0.502, 0.226], [0.013, -0.015, 0.219], [0.168, -0.038, 0.252], [-0.128, -0.489, 0.181], [0.686, 0.394, -0.443], [0.241, 0.364, -0.179]]
}

=====

{
  "formula": "C3H8O2",
  "method": "ωB97M-V/def2-TZVPD",
  "e_homo_ev": -10.1,
  "orbital_gap_ev": 10.87,
  "lumo_energy_ha": 0.0300,
  "species": ["C", "C", "O", "C", "O", "H", "H", "H", "H", "H", "H", "H", "H"],
  "coordinates": [[1.30046, 0.35718, 0.99369], [0.16208, 0.45703, -0.00505], [0.70059, 0.49567, -1.31088], [-0.89248, -0.64441, 0.02832], [-1.83227, -0.28240, -0.98934], [1.92295, -0.52896, 0.83136], [0.92162, 0.34569, 2.02143], [1.94168, 1.23761, 0.88171], [-0.39064, 1.38891, 0.20060], [-0.08855, 0.48002, -1.87540], [-0.44800, -1.62789, -0.17810], [-1.40178, -0.68450, 1.00026], [-1.97104, -1.02388, -1.58677]],
  "atomic_forces_ev_per_a": [[-0.006, -0.044, 0.016], [-0.089, 0.023, 0.354], [-0.122, 0.091, -0.181], [0.185, -0.020, 0.219], [-0.159, -0.265, -0.136], [-0.180, 0.055, -0.034], [0.026, -0.036, -0.152], [-0.092, -0.154, 0.022], [0.096, -0.022, -0.074], [0.302, 0.086, -0.084], [0.003, 0.215, 0.021], [0.077, 0.036, -0.147], [-0.039, 0.035, 0.175]]
}

=====

{
  "formula": "C4H11NO",
  "method": "ωB97M-V/def2-TZVPD",
  "e_homo_ev": -9.8,
  "orbital_gap_ev": 10.61,
  "lumo_energy_ha": 0.0294,
  "species": ["C", "C", "H", "H", "H", "H", "H", "H", "C", "C", "O", "N", "H", "H", "H", "H", "H"],
  "coordinates": [[-1.10372, -1.76773, 1.46451], [-2.10683, -2.46215, 0.60205], [-0.79988, -2.16157, 2.44079], [-0.20013, -1.35383, 0.94770], [-1.50627, -0.75230, 1.88073], [-2.17230, -3.54274, 0.90826], [-3.06907, -1.99039, 0.39866], [-1.80373, -2.38061, -0.46097], [1.01792, 1.39811, -1.95684], [0.87956, 1.35735, -0.49156], [0.43614, 2.12645, 0.23125], [1.13208, 0.08524, 0.09601], [0.29510, 0.70909, -2.42179], [2.03246, 1.10061, -2.38875], [1.23502, -0.06862, 1.16645], [1.56878, -0.73570, -0.45693], [0.88478, 2.41434, -2.24516]],
  "atomic_forces_ev_per_a": [[0.443, 4.188, 1.656], [0.179, -1.302, -1.443], [-0.118, -0.917, -0.523], [-0.982, -1.153, 0.275], [0.213, -1.428, -0.912], [-0.399, 1.047, -0.660], [-0.349, -0.059, 1.358], [0.618, -0.715, 0.411], [1.515, -0.649, -1.663], [1.899, -6.671, -0.556], [-2.215, 5.729, 2.959], [2.106, -2.701, 0.077], [0.064, 0.481, 0.168], [-1.164, 0.196, 1.015], [-0.371, 1.062, -2.833], [-0.937, 2.213, 1.185], [-0.502, 0.681, -0.513]]
}

=====

{
  "formula": "C3H6N6",
  "method": "ωB97M-V/def2-TZVPD",
  "e_homo_ev": -8.3,
  "orbital_gap_ev": 8.23,
  "lumo_energy_ha": -0.0019,
  "species": ["C", "C", "C", "H", "H", "H", "H", "H", "H", "N", "N", "N", "N", "N", "N"],
  "coordinates": [[1.19797, -0.72976, 0.41833], [-0.25589, -0.38760, -0.15745], [-2.85290, 0.00349, 0.05786], [3.79422, 0.72708, -0.99191], [3.74056, -1.02487, 0.15085], [1.65540, -1.64107, 0.92341], [-3.91216, -0.13780, 0.18699], [-2.62840, 1.99100, 0.30637], [-0.03991, 1.56409, -0.23156], [3.41302, 0.04498, 0.09788], [2.01847, 0.24107, -0.29143], [-0.96672, -1.43435, -0.12883], [-2.40092, -1.22407, -0.33026], [-1.96790, 1.06127, 0.39747], [-0.79484, 0.94655, -0.40774]],
  "atomic_forces_ev_per_a": [[1.876, 6.247, -5.916], [1.169, -1.648, 2.467], [3.344, -4.750, -1.241], [-0.308, -3.365, 4.444], [-0.963, 2.948, -0.812], [-1.240, 1.232, -0.623], [-0.390, 1.495, 0.256], [3.073, -2.582, -0.143], [0.192, 1.215, 0.800], [0.450, 1.874, -5.263], [-1.393, -6.179, 5.898], [-2.180, 0.820, -0.334], [-0.046, 3.170, 1.086], [-4.172, 1.780, 0.531], [0.589, -2.257, -1.149]]
}

=====

Energy above the lowest of the compared OMol25 structures with the same formula, charge and spin list, top to bottom, in kcal per mole: 35.2 0.0 16.0 37.6 230.8